# 1
Molecular formula: C9H15N2O2S
Method: DFT, ωB97M-V/def2-TZVPD

The geometry in XYZ format:
```
29
Properties=species:S:1:pos:R:3:forces:R:3
C 0.48739 -0.52051 0.03384 -0.6 1.8 1.6
C -1.17856 0.90506 0.10828 -4.3 2.2 1.5
C 0.91063 -1.89297 0.04128 0.6 -1.9 -1.7
C 2.82243 0.28877 -0.36868 0.8 0.2 2.0
C 3.02853 -1.21265 -0.30500 0.8 -1.1 1.7
C 1.43449 0.64473 0.27068 0.7 -1.4 -3.6
C 0.90658 1.88496 -0.41476 -1.0 -0.1 3.4
C -3.58680 -1.69771 0.28108 -0.9 -2.5 -2.0
C -3.69098 0.92047 0.22487 1.7 1.4 2.8
N -0.77306 -0.31500 -0.10424 0.5 -1.7 -1.3
N -0.47956 1.98448 0.08448 -1.0 0.5 0.1
O 1.94986 -1.85283 -0.92957 0.4 -0.4 -0.1
O 1.54415 3.03075 -0.01025 3.1 0.1 -0.7
S -4.09273 -0.30172 -0.78120 0.4 -1.4 -0.1
H 1.34019 -2.32456 1.00008 -1.2 0.3 -0.9
H 0.11759 -2.42177 -0.53845 0.3 -0.3 1.4
H 3.56205 0.84137 0.26510 -0.1 -0.6 -0.7
H 3.00392 0.54647 -1.41313 -0.7 0.5 0.0
H 3.95160 -1.56664 -0.76898 -0.1 0.3 -0.1
H 3.00535 -1.65200 0.76401 0.7 1.1 -1.2
H 1.46777 0.82575 1.29349 0.5 0.2 2.1
H 0.75915 1.66418 -1.40738 0.5 0.2 -3.0
H -4.40500 -2.15112 0.81767 -0.3 0.9 1.2
H -2.63631 -1.53770 0.75569 -0.1 0.3 0.4
H -3.49119 -2.63300 -0.37138 0.5 1.6 0.0
H -3.67726 1.93346 -0.15718 -0.4 -0.1 -0.2
H -3.82846 0.88726 1.37693 0.6 -0.3 -2.2
H -1.01327 2.82596 0.36753 1.3 -0.3 -0.5
H 2.56152 2.89649 -0.11484 -2.6 0.5 0.2
```
Forces are in eV/Å.

- E_HOMO (spin up / spin down) (eV) = -11.8 / -11.8
- lowest unoccupied orbital energy (spin up / spin down) (hartree) = -0.157 / -0.157
- 2S+1 = 1
- net charge = +1
- total energy (Eh) = -1009.69076
- energy above the lowest of the compared OMol25 structures with the same formula, charge and spin (eV) = 2.556

Atom charges from the Mulliken analysis, given in e for atoms 1 to 4:
1. C 0.408
2. C -0.176
3. C -0.609
4. C -0.777

# 2
Molecular formula: C9H15N3O6
Method: DFT, ωB97M-V/def2-TZVPD

The geometry in XYZ format:
```
33
Properties=species:S:1:pos:R:3:forces:R:3
C -2.35991 -0.00725 -1.35677 -0.4 -1.0 0.4
C -1.28996 -0.91817 -0.91589 2.7 -2.3 3.0
C -2.35194 1.32839 -0.63706 -0.6 0.1 1.5
C -2.35970 1.26958 0.94505 2.2 -3.2 0.5
C -0.86292 1.64768 1.41480 -2.9 -2.2 -1.5
C 1.19284 -1.20045 -0.47579 -1.5 -4.0 2.1
C 1.21859 -1.50306 1.12562 1.2 0.3 -3.1
C 2.58300 -0.77552 -0.89538 -1.9 0.3 -0.1
C 2.54316 0.77817 -0.83567 2.9 -1.0 -0.3
H -3.48956 -1.70050 -0.89811 0.1 -0.1 -0.3
H -4.12923 -0.56265 -1.96147 -1.6 -0.3 -1.3
H -2.12133 0.15986 -2.39440 -0.2 0.4 -0.7
H -3.28388 1.81849 -0.87513 0.0 0.4 -0.7
H -1.49466 1.84761 -1.03204 0.1 0.9 0.2
H -2.56094 0.14662 1.23858 0.1 2.0 -0.4
H -3.07602 1.85908 1.51196 0.0 0.3 -0.6
H -0.46023 -0.25586 1.91460 0.5 2.7 0.2
H 0.07741 0.56825 -0.92900 0.4 -1.5 -0.1
H 0.89605 -2.21767 -0.93822 1.2 0.9 0.9
H 2.52787 -1.02865 -1.94053 0.8 0.1 -0.7
H 3.40653 -1.39205 -0.40396 -1.2 1.4 -0.3
H 4.22401 0.78170 -2.14513 -0.1 -0.8 0.0
H 3.59408 2.24173 -1.67972 0.0 0.9 0.1
H -0.42954 -2.29377 0.81293 -1.2 -0.2 -0.9
N -3.58527 -0.74070 -1.17838 0.2 0.9 1.0
N 0.02551 -0.48408 -0.92756 -1.4 3.3 -0.7
N 3.49446 1.25646 -1.66067 0.5 1.0 -0.6
O -1.56583 -2.01847 -0.35691 0.5 1.2 -1.5
O -0.45212 2.68709 1.06848 1.1 2.7 0.1
O -0.06972 0.70673 1.90411 -0.6 -2.7 0.8
O 2.21744 -1.35407 1.74528 0.4 0.1 0.8
O 1.86800 1.53830 -0.19335 -1.1 -0.5 0.3
O 0.11443 -2.04834 1.56646 -0.1 -0.2 2.0
```
Forces are in eV/Å.

- E_HOMO (eV) = -9.5
- lowest unoccupied orbital energy (hartree) = 0.017
- 2S+1 = 1
- net charge = 0
- SMILES = NC(=O)C[C@H](NC(=O)[C@@H](N)CCC(=O)O)C(=O)O
- total energy (Eh) = -967.66793
- energy above the lowest of the compared OMol25 structures with the same formula, charge and spin (eV) = 2.794

Atom charges from the Mulliken analysis, given in e for atoms 1 to 4:
1. C -0.053
2. C 0.698
3. C -1.305
4. C -0.643

# 3
Molecular formula: C9H15N3S
Method: DFT, ωB97M-V/def2-TZVPD

The geometry in XYZ format:
```
28
Properties=species:S:1:pos:R:3:forces:R:3
C 0.45356 -2.44254 2.25643 0.9 -0.2 -1.2
C 1.57344 -2.22717 1.37402 -2.0 -0.9 2.2
C -0.35207 -1.42855 2.63817 -0.2 1.9 0.9
C 1.74420 -0.95593 0.91063 1.5 0.0 -1.3
C -0.09614 -0.10969 2.20797 1.2 -1.4 -1.7
C 0.92458 0.10277 1.25896 -0.9 0.4 1.3
C -1.54651 1.46884 -2.77578 -1.4 -0.2 1.7
C -2.09478 -0.62719 -1.24227 3.3 -1.2 0.3
C -1.92705 0.87169 -1.30762 1.9 -0.6 -3.3
N 1.23888 1.09593 -1.05766 0.8 -2.8 -5.5
N 3.08842 1.55409 0.62984 -2.8 -0.7 -1.0
N -1.56455 1.41440 -0.25743 -0.6 1.4 2.5
S 1.44378 1.69219 0.39054 2.5 -1.0 4.4
H 0.05645 -3.36825 2.59818 0.8 -1.2 0.1
H 2.24494 -3.07130 1.27584 0.1 0.3 -0.7
H -1.12709 -1.60226 3.40652 0.3 0.1 -0.8
H 2.56782 -0.74383 0.20373 -0.4 -0.2 0.7
H -0.83342 0.57786 2.44062 -0.9 1.8 0.5
H -1.91560 2.50515 -2.85722 0.3 -0.4 0.0
H -0.44818 1.44993 -2.83151 -0.4 0.1 0.0
H -1.98313 0.85178 -3.56570 0.1 0.2 0.1
H -1.49126 -1.02624 -0.30838 -1.3 0.9 -1.6
H -1.52260 -1.07549 -2.14829 -1.5 0.4 1.3
H -3.09090 -0.96506 -1.11502 -1.0 -0.4 -0.4
H 2.19997 0.71136 -1.48973 -2.9 1.0 1.5
H 0.36734 0.48462 -1.23554 2.3 1.3 0.6
H 3.43426 2.45390 0.85201 0.2 1.4 0.3
H -1.34436 2.40897 -0.25127 0.1 0.0 -0.7
```
Forces are in eV/Å.

- E_HOMO (eV) = -8.4
- lowest unoccupied orbital energy (hartree) = 0.028
- 2S+1 = 1
- net charge = 0
- total energy (Eh) = -914.23871
- energy above the lowest of the compared OMol25 structures with the same formula, charge and spin (eV) = 5.387

Atom charges from the Mulliken analysis, given in e for atoms 1 to 4:
1. C -0.288
2. C -0.862
3. C -0.341
4. C -0.296

# 4
Molecular formula: C9H15N5O2S
Method: DFT, ωB97M-V/def2-TZVPD

The geometry in XYZ format:
```
32
Properties=species:S:1:pos:R:3:forces:R:3
S 0.92762 -5.09234 -1.03411 -0.4 0.5 0.1
N -1.91536 -0.51128 -1.03880 0.6 0.8 -0.2
N 0.68057 -1.93946 -0.73826 -1.3 1.1 0.1
N -1.69219 2.41032 -0.86200 -0.9 -0.9 -1.0
O -3.15344 0.12353 -1.23628 1.8 -0.3 0.3
O -1.67657 3.79335 -0.50673 2.9 -2.3 2.1
C -0.35821 -4.09987 -1.47553 3.6 -0.1 0.8
C -0.79160 0.12301 -0.72615 -2.9 0.5 -0.2
C 0.46179 -0.64200 -0.50596 -0.3 -3.1 -0.4
C -0.78408 1.59132 -0.38644 -0.1 3.5 0.2
N -1.36581 -4.67318 -2.14715 -0.8 0.2 0.0
N -0.32648 -2.71485 -1.29304 -1.0 0.0 -0.4
C 0.44042 0.43365 2.29316 -0.1 0.0 0.2
C 2.40475 1.85408 1.68737 0.6 -0.1 0.5
C 1.61220 0.09121 0.11717 -0.4 -0.4 1.0
C 0.30196 2.21027 0.50386 -0.5 -0.7 -0.2
C 1.18510 1.14542 1.14469 -0.4 -0.2 0.1
H -3.04511 1.10115 -1.27452 0.5 -0.1 0.2
H -2.25816 4.34948 -0.99643 -1.2 -0.5 -1.3
H -1.34179 -5.70282 -2.18781 -0.1 1.1 0.1
H -2.23564 -4.17878 -2.22118 -0.4 -0.1 -0.2
H -1.15847 -2.23232 -1.61283 0.0 0.3 0.2
H -0.47451 -0.13065 1.98240 0.8 0.4 0.2
H 1.14110 -0.22755 2.82783 -0.3 -0.1 -0.3
H 0.13340 1.17092 3.03991 -0.1 0.1 -0.1
H 3.13645 1.13861 2.10485 -0.3 0.3 0.0
H 2.11795 2.57021 2.46967 0.1 -0.2 -0.1
H 2.91525 2.41884 0.90724 0.0 0.0 -0.1
H 2.14493 0.54216 -0.67906 1.0 0.6 -0.8
H 2.25641 -0.61982 0.66141 -0.2 0.1 -0.6
H 0.91843 2.89492 -0.10700 -0.4 -0.2 0.2
H -0.20094 2.80248 1.28971 0.2 -0.1 -0.4
```
Forces are in eV/Å.

- E_HOMO (eV) = -7.9
- lowest unoccupied orbital energy (hartree) = -0.029
- 2S+1 = 1
- net charge = 0
- SMILES = CC1(C)CC(=N/NC(N)=S)/C(=N/O)C(=N/O)/C1
- total energy (Eh) = -1174.24096
- energy above the lowest of the compared OMol25 structures with the same formula, charge and spin (eV) = 0.000

Atom charges from the Mulliken analysis, given in e for atoms 1 to 4:
1. S -0.398
2. N -0.536
3. N -0.654
4. N -0.721

# 5
Molecular formula: C9H15NO2
Method: DFT, ωB97M-V/def2-TZVPD

The geometry in XYZ format:
```
27
Properties=species:S:1:pos:R:3:forces:R:3
C -0.18925 -1.90066 -0.29232 0.5 -1.1 0.7
C -0.30629 1.22571 -0.65856 1.6 -0.1 -1.6
C -1.57831 0.97420 -0.30333 0.2 1.1 -0.4
C 0.97310 0.63899 -0.33010 -1.4 0.6 -0.6
C 1.08364 -0.26369 0.83870 0.0 -0.2 0.7
C -1.20351 -2.96626 0.02390 2.5 -2.0 -0.1
C -2.69039 1.66096 -1.01185 2.4 -0.2 -2.6
C 2.17690 1.27617 -0.92712 2.1 -1.3 0.4
C 0.92733 0.49189 2.17533 0.8 2.7 -1.4
N 0.58919 -1.82179 -1.26622 -0.2 0.5 -0.4
O -0.08181 -1.15554 0.82966 1.4 0.8 0.6
O 2.35562 -0.92368 0.90691 -1.5 1.9 2.4
H -0.16268 1.88150 -1.55406 -0.4 -0.2 0.9
H -1.84471 0.29899 0.45618 -0.1 -0.7 1.0
H -1.58188 -3.42619 -0.85658 -0.7 -0.1 -0.7
H -1.89147 -2.53482 0.68047 -1.4 0.4 0.8
H -0.66569 -3.82836 0.57863 -0.7 1.5 -0.7
H -2.24281 2.18664 -1.93315 -0.8 -0.8 1.2
H -3.34987 0.89643 -1.34656 -1.0 -0.4 -0.4
H -3.18534 2.39233 -0.47584 -1.2 1.3 1.4
H 2.66110 0.67086 -1.74324 -0.3 0.0 1.0
H 2.93908 1.44915 -0.11703 -0.4 -0.4 -0.8
H 2.08590 2.21138 -1.41815 -1.0 1.1 -0.2
H 1.77312 1.30372 2.19338 -1.5 -1.7 0.4
H 0.94178 -0.18900 2.96154 0.8 -1.2 1.4
H -0.04684 1.00463 2.34059 0.6 -0.2 -0.9
H 2.51408 -1.55357 0.24882 -0.2 -1.3 -2.0
```
Forces are in eV/Å.

- E_HOMO (spin up / spin down) (eV) = -7.4 / -9.6
- lowest unoccupied orbital energy (spin up / spin down) (hartree) = -0.019 / -0.007
- 2S+1 = 1
- net charge = 0
- total energy (Eh) = -557.02148
- energy above the lowest of the compared OMol25 structures with the same formula, charge and spin (eV) = 4.297

Atom charges from the Mulliken analysis, given in e for atoms 1 to 4:
1. C 1.004
2. C -0.264
3. C -0.201
4. C 0.840

# 6
Molecular formula: C9H15NO2
Method: DFT, ωB97M-V/def2-TZVPD

The geometry in XYZ format:
```
27
Properties=species:S:1:pos:R:3:forces:R:3
C 3.19885 0.17813 1.10772 -2.3 1.2 3.2
C 2.24058 -0.08801 -0.03538 3.5 -0.7 -3.9
C 0.02116 -0.55225 -0.62478 1.0 -6.1 1.0
C -0.13667 0.80537 -0.78829 0.5 4.0 -5.7
C -2.07458 0.59620 0.69954 -1.5 4.1 -1.1
C -1.42804 -0.50351 1.37253 0.3 -3.3 1.9
C -1.03439 -1.39224 0.16618 0.8 -3.3 1.3
C -1.91589 -2.27654 -0.75737 0.6 2.0 -5.1
C -1.46436 2.80634 -0.32450 1.9 -1.2 -1.8
H 3.41112 -0.85443 1.53027 0.8 1.3 -0.7
H 2.48247 0.56096 2.06148 1.9 -0.6 -2.5
H 4.01597 0.98992 0.92252 -1.4 -2.2 0.2
H 0.37504 -1.13811 -1.51259 -0.4 0.8 0.5
H 0.29332 1.36553 -1.78098 -0.7 -1.5 2.9
H -2.21817 -1.88063 -2.07873 0.3 -0.4 4.3
H -2.51860 1.44949 1.30706 0.2 -1.5 -0.5
H -2.83771 0.16260 -0.09620 1.5 1.3 1.7
H -0.51258 -0.36278 2.11052 -1.7 0.4 -2.1
H -2.07296 -1.16711 2.05609 0.1 1.4 -1.1
H -0.71220 -2.39393 0.81294 1.0 2.6 -1.8
H -1.31277 -3.08779 -1.16737 0.6 0.1 0.5
H -2.69513 -2.81398 -0.33077 -1.9 -0.3 0.9
H -1.17602 3.63757 -1.15904 0.0 -3.0 2.0
H -2.14320 3.16911 0.38349 -0.8 0.1 0.9
N -1.02270 1.45657 -0.14303 -4.6 4.0 0.5
O 2.72888 0.00904 -1.24810 -3.6 -0.4 5.3
O 1.06366 -0.66821 0.37918 3.9 1.0 -0.7
```
Forces are in eV/Å.

- E_HOMO (eV) = -6.8
- lowest unoccupied orbital energy (hartree) = 0.021
- 2S+1 = 1
- net charge = 0
- total energy (Eh) = -556.88199
- energy above the lowest of the compared OMol25 structures with the same formula, charge and spin (eV) = 8.093

Atom charges from the Mulliken analysis, given in e for atoms 1 to 4:
1. C -0.949
2. C 0.708
3. C 0.178
4. C -0.783